No. 1
A structure of composition C21H31Br2FIN3O2. Source: OMol25; level of theory: ωB97M-V with the def2-TZVPD basis set.

HOMO-LUMO gap, eV: 8.6

Each line ends with the Mulliken charge.
Cartesian coordinates (Å):
C 2.01121 1.11481 1.47526  -1.91
C 0.99217 0.63445 0.44168  0.46
Br 1.64864 -1.11736 -0.16148  0.01
C -0.42957 0.57338 1.14429  -0.40
Br -1.09622 -1.28559 1.13900  -0.09
C -1.50906 1.44960 0.43450  -0.57
I -3.34201 1.25202 1.63791  0.28
C -1.80434 0.89279 -0.88484  0.36
N -1.94315 0.59688 -1.98589  -0.67
C -1.17054 2.99634 0.33292  4.18
C -0.50933 3.36946 1.60339  -1.53
N -0.15014 3.66837 2.65185  -0.57
C -0.21779 3.35288 -0.87651  -1.91
C 1.16480 3.90690 -0.51507  0.02
C 1.93537 4.12484 -1.83129  -0.52
F 2.88415 5.10993 -1.68512  -0.34
C -2.42012 3.85419 0.13870  -0.37
C -2.79849 4.84929 1.02292  -0.66
C -3.92552 5.62822 0.79979  -0.48
N -4.70151 5.47794 -0.27048  -0.64
C -4.34097 4.51584 -1.11282  -0.52
C -3.24505 3.68092 -0.98136  -0.47
H 2.99643 1.21824 1.02482  0.46
H 1.69834 2.04723 1.94460  0.42
H 2.08060 0.35890 2.25871  0.51
H 0.97290 1.22341 -0.46507  0.26
H -0.34647 0.80904 2.19910  0.82
H -0.08430 2.50688 -1.55189  0.36
H -0.71250 4.12883 -1.45770  0.83
H 1.10157 4.88631 -0.04103  0.48
H 1.74833 3.21295 0.08254  0.04
H 2.41603 3.19483 -2.14517  0.32
H 1.23094 4.41857 -2.61496  0.33
H -2.21779 5.02153 1.92100  0.37
H -4.18884 6.40212 1.50969  0.42
H -4.96926 4.38165 -1.98869  0.40
H -3.03387 2.93505 -1.73364  0.40
C -1.47797 -5.34537 2.28043  -0.99
C -1.03188 -5.26436 3.73144  0.35
C -2.16145 -4.79657 4.63664  -1.14
O 0.09024 -4.39111 3.85097  -0.53
H -1.78407 -4.35721 1.92730  0.11
H -0.65658 -5.67843 1.64526  0.29
H -2.31633 -6.03203 2.15420  0.38
H -0.68296 -6.24364 4.06184  0.28
H -2.49154 -3.79522 4.34537  0.26
H -1.82375 -4.74282 5.67186  0.31
H -3.01815 -5.47017 4.58364  0.36
H -0.18722 -3.51436 3.56188  0.31
C 2.63948 -2.91811 -3.21208  -0.98
C 3.95687 -3.51428 -3.68316  0.36
C 3.73620 -4.71975 -4.58464  -1.26
O 4.76351 -3.87773 -2.56331  -0.55
H 2.07442 -3.65058 -2.62753  0.32
H 2.81720 -2.05763 -2.56908  0.09
H 2.02244 -2.60208 -4.05477  0.35
H 4.52590 -2.75655 -4.22361  0.28
H 3.20601 -5.50785 -4.04265  0.32
H 4.69087 -5.13208 -4.91226  0.33
H 3.14992 -4.45461 -5.46574  0.35
H 4.28675 -4.54873 -2.06331  0.34

***

No. 2
A structure of composition C21H31BrGeN5OSeY. Source: OMol25; level of theory: ωB97M-V with the def2-TZVPD basis set.

Total charge: +2
HOMO-LUMO gap, eV: 8.8
Relative energy (zero: lowest compared OMol25 entry of this formula, charge and spin), eV: 0.000

Each line ends with the Mulliken charge.
Cartesian coordinates (Å):
Y -0.15571 -0.13656 -0.07985  1.53
O -1.66886 -2.38350 5.77150  -0.47
C -1.27406 -1.83536 4.63628  0.91
C -0.34810 -0.78890 4.54425  -0.66
C -0.02017 -0.30674 3.30309  -0.59
N -0.55082 -0.79329 2.16088  -0.18
C -1.42749 -1.79148 2.28973  0.29
Br -2.09270 -2.40663 0.61395  -0.17
C -1.83687 -2.35820 3.46142  -0.42
H -1.24263 -1.99065 6.54600  0.33
H 0.10756 -0.36496 5.42851  0.36
H 0.69386 0.50013 3.19497  0.46
H -2.54977 -3.16792 3.50262  0.49
C -1.34000 -0.06192 -6.46760  -1.24
Ge 0.42198 -0.32908 -5.69566  0.57
C 0.95541 -2.19112 -5.77103  -1.15
C 1.75404 0.86578 -6.44516  -1.14
C 0.34446 0.12181 -3.74662  -0.93
Se -1.10719 -0.80825 -2.81267  0.00
C -2.51125 0.52268 -3.04299  -0.64
H -1.28747 -0.29205 -7.53166  0.39
H -1.67875 0.96858 -6.36517  0.36
H -2.07402 -0.73498 -6.02226  0.41
H 0.97718 -2.51682 -6.81068  0.38
H 0.25085 -2.82674 -5.23456  0.39
H 1.95229 -2.32951 -5.35272  0.36
H 1.88246 0.63980 -7.50305  0.37
H 2.71700 0.73298 -5.95261  0.37
H 1.44770 1.90762 -6.35718  0.36
H 0.22311 1.18958 -3.55771  0.20
H 1.27800 -0.21212 -3.28688  0.51
H -2.69382 0.62784 -4.11023  0.30
H -2.21231 1.46853 -2.59744  0.11
H -3.40313 0.13975 -2.55275  0.37
N 4.38275 2.89816 1.44855  -0.48
C 4.37058 1.81153 1.05878  0.47
N 4.33346 0.53913 0.62823  -0.63
C 3.15853 0.28189 0.25139  0.73
N 2.03999 0.13217 -0.09810  -0.77
C 1.74139 4.85917 0.71528  -0.80
N 1.94017 3.90963 -0.41623  0.46
C 3.13600 4.30294 -1.22060  -0.98
C 0.73049 3.79031 -1.31474  -1.13
C -0.54929 3.43209 -0.60320  0.78
C -1.54107 4.39788 -0.50165  -0.60
C -2.76414 4.10584 0.10024  -0.72
C -2.99608 2.84199 0.60381  -1.06
C -1.98812 1.88293 0.49858  -0.69
C -0.75028 2.13614 -0.09965  0.83
H 2.66166 4.88807 1.29386  0.40
H 0.90897 4.51860 1.32345  0.30
H 1.52626 5.84116 0.29853  0.37
H 2.11111 2.98352 -0.01428  -0.17
H 2.94853 5.29389 -1.62687  0.43
H 3.26413 3.58134 -2.02572  0.33
H 4.00722 4.29628 -0.57277  0.45
H 0.99994 3.03164 -2.05128  0.14
H 0.64828 4.75255 -1.82005  0.54
H -1.37641 5.38993 -0.90564  0.44
H -3.52754 4.86876 0.16470  0.42
H -3.94254 2.60214 1.07001  0.46
H -2.22006 0.89245 0.92092  0.25

***

No. 3
A structure of composition C21H31ClInNO2P2. Source: OMol25; level of theory: ωB97M-V with the def2-TZVPD basis set.

Total charge: +2
HOMO-LUMO gap (spin up / spin down), eV: 6.6 / 5.9
Relative energy (zero: lowest compared OMol25 entry of this formula, charge and spin), eV: 1.376

Each line ends with the Mulliken charge.
Cartesian coordinates (Å):
C 5.22360 3.28024 -1.95289  -1.14
C 3.91445 2.58079 -1.86132  0.94
H 5.17855 3.79015 -2.92544  0.38
H 6.07620 2.57629 -1.93473  0.33
H 5.34931 4.02456 -1.14287  0.33
O 2.98552 2.53405 -2.62170  -0.38
Cl 3.81611 1.67868 -0.18082  -0.18
In 1.22745 0.92568 -0.56910  0.56
P 1.88973 -1.39977 -1.60793  0.74
C 0.94470 -2.08186 -3.00149  -1.05
C 3.48631 -0.91646 -2.33046  -1.29
H 3.86817 -1.76174 -2.90073  0.52
H 2.83849 -3.55192 -1.16439  0.46
H 4.17732 -0.63359 -1.53227  0.37
H 2.78100 -2.54123 0.31725  0.34
H 0.69322 -1.29741 -3.73539  0.38
H 3.35151 -0.03573 -2.97343  0.28
C 2.23249 -2.84443 -0.58296  -0.99
H 1.57650 -2.84668 -3.48990  0.46
H 1.29437 -3.31871 -0.27274  0.16
H 0.01264 -2.54735 -2.64237  0.20
P 0.03763 2.72655 0.88341  0.65
C -1.55037 3.43615 0.34286  -0.98
C -0.15595 2.57508 2.67439  -1.04
H 2.23471 3.77255 0.90116  0.37
H 0.92869 4.93017 1.28993  0.46
H 1.22592 4.41195 -0.39857  0.37
C 1.22214 4.09808 0.65055  -1.28
H 0.76066 2.16190 3.11461  0.35
H -0.35924 3.56811 3.10088  0.45
H -1.71413 4.38510 0.88555  0.46
H -2.37251 2.73644 0.56439  0.17
H -0.98759 1.89268 2.89320  0.24
H -1.53666 3.63379 -0.74262  0.34
C -0.89258 0.83128 -2.32546  0.08
O -1.56953 0.64754 -3.22447  -0.12
C -1.50395 -5.03234 0.26261  -0.52
C -1.86406 -4.15782 -0.76863  -0.58
C -1.72629 -2.79411 -0.61777  -0.25
C -1.29745 -2.26882 0.63157  -0.03
C -0.87344 -3.14522 1.65100  -0.20
C -1.01293 -4.51246 1.48216  -0.74
N -1.29648 -0.90773 0.83427  0.26
C -2.38728 -0.35036 1.43450  0.01
C -3.32744 0.36072 0.64975  -0.16
C -4.54298 0.73247 1.21855  -0.50
C -4.78967 0.52236 2.58159  -0.53
C -3.80815 -0.07618 3.38024  -0.71
C -2.60916 -0.47079 2.82764  -0.19
H -1.61572 -6.10873 0.13764  0.42
H -2.28085 -4.55362 -1.70953  0.43
H -2.01599 -2.06648 -1.38571  0.55
H -0.50813 -2.69970 2.57371  0.40
H -0.75768 -5.18081 2.28806  0.44
H -3.09798 0.49030 -0.41897  0.30
H -5.30201 1.17039 0.57460  0.45
H -5.74694 0.81493 3.00826  0.42
H -3.99878 -0.23290 4.44041  0.44
H -1.82547 -0.95403 3.41991  0.35

***

No. 4
A structure of composition C21H31ClO10P4V. Source: OMol25; level of theory: ωB97M-V with the def2-TZVPD basis set.

Spin multiplicity: 2
Total charge: -2
HOMO-LUMO gap (spin up / spin down), eV: 5.5 / 5.4
Relative energy (zero: lowest compared OMol25 entry of this formula, charge and spin), eV: 1.562

Each line ends with the Mulliken spin population.
Cartesian coordinates (Å):
V -0.81406 -1.15022 0.69021  1.02
C -0.29644 -3.45759 -2.16796  0.01
P 0.34201 -2.19659 -1.00379  -0.04
C 1.77583 -3.12760 -0.33391  0.01
C 1.15582 -1.00355 -2.16500  -0.01
C 2.11310 -1.38200 -3.10180  0.00
C 2.73040 -0.43719 -3.91202  0.00
C 2.39068 0.90432 -3.78295  0.00
C 1.43049 1.29263 -2.85923  0.00
C 0.80550 0.35094 -2.04487  0.01
P -0.53957 0.76504 -0.85848  -0.03
C -1.05225 2.51179 -1.18739  -0.01
C -1.87313 0.13220 -2.13198  0.01
H 0.50721 -3.80996 -2.81594  0.00
H -1.10121 -3.04246 -2.77343  0.00
H -0.68478 -4.28317 -1.57219  0.00
H 2.42038 -3.51984 -1.12313  0.00
H 1.35891 -3.94509 0.25490  0.00
H 2.34802 -2.47252 0.32560  0.00
H 2.39073 -2.42764 -3.19849  0.00
H 3.48095 -0.74576 -4.63191  0.00
H 2.87860 1.65000 -4.40106  0.00
H 1.18413 2.34461 -2.75122  0.00
H -0.22400 3.20870 -1.08791  0.00
H -1.80295 2.75153 -0.42908  0.00
H -1.50839 2.61674 -2.17280  0.00
H -1.71087 0.55451 -3.12794  0.00
H -2.85538 0.43080 -1.75894  0.00
H -1.88379 -0.95676 -2.20309  0.00
O -0.64987 -3.59460 3.21441  0.00
P -1.13035 -3.27723 1.68583  -0.02
O -1.22202 0.10328 2.38185  0.02
O -1.04628 -4.59985 0.94533  0.00
O -2.80203 -3.07927 1.98787  0.00
P -3.59235 -2.53102 0.69638  0.02
O -3.29823 -3.68505 -0.39004  0.00
O -5.03024 -2.39082 0.98661  0.00
O -2.82844 -1.24751 0.26174  0.01
H -0.47337 -2.78595 3.72014  0.00
H -2.52053 -4.22060 -0.08570  0.00
C -3.09542 -0.30860 3.92818  0.00
C -2.40806 0.68384 3.01246  0.00
C -1.99169 1.94820 3.72861  0.00
O -3.22283 1.04629 1.94687  0.00
C -0.15266 -0.50061 3.05631  0.01
O -0.12008 -0.52751 4.27388  0.00
O 0.65819 -0.97879 2.18867  -0.01
H -4.03466 0.13478 4.26267  0.00
H -2.46132 -0.54172 4.78042  0.00
H -3.31925 -1.22785 3.38699  0.00
H -2.85248 2.36539 4.25436  0.00
H -1.63831 2.66920 2.99006  0.00
H -1.19536 1.72140 4.43517  0.00
H -3.30492 0.27436 1.35111  0.00
Cl 3.72126 0.31550 -0.18741  0.00
C 3.42738 2.02580 -0.41338  0.00
C 4.43058 2.76711 -1.00667  0.00
C 4.27666 4.13524 -1.21704  0.00
C 3.08540 4.72998 -0.80672  0.00
C 2.08877 3.98188 -0.20432  0.00
C 2.19404 2.58212 0.02867  0.00
C 1.12278 1.82387 0.59911  0.00
H 5.34448 2.26565 -1.30489  0.00
H 5.07073 4.71659 -1.67091  0.00
H 2.94050 5.79633 -0.94788  0.00
H 1.18508 4.48212 0.12912  0.00
H 1.45177 0.94669 1.14306  0.00
H 0.42716 2.42549 1.18488  0.00

***

Number 1: total energy -6679.06050 a.u.. Number 2: total energy -8258.04744 a.u.. Number 3: total energy -2356.45922 a.u.. Number 4: total energy -4341.21011 a.u..